# 1
Here is C25H38BrNO2P2Rh as an isolated structure at a distorted geometry from the OMol25 dataset. Energies are from the ωB97M-V functional and the def2-TZVPD basis.

## Properties
- Electronic energy: -123748.69092 eV
- Charge: +1
- HOMO energy (alpha / beta): -10.07 / -10.13 eV
- Gap between HOMO and LUMO (alpha / beta): 5.029 / 5.058 eV

CARTESIAN COORDINATES (ANGSTROEM)
H -1.016 3.740 0.807
H 2.993 1.222 -3.306
H -1.187 1.921 -2.739
Br 1.949 -4.709 3.450
H -3.827 0.948 1.427
N 2.228 0.920 -0.032
H 4.947 1.169 -0.976
H 6.234 1.344 3.256
C -0.527 -0.813 -3.735
C 3.810 -4.093 1.466
O -0.497 -3.613 1.993
H -2.681 1.085 -3.143
C 1.624 -3.154 0.984
C 5.860 0.323 3.338
O -0.397 -1.840 0.712
C 2.164 -2.626 -0.185
C 1.051 -0.876 4.281
C -2.850 0.467 1.459
H 4.448 2.701 -0.210
H -2.658 3.395 1.417
C 2.823 1.612 -1.176
C 2.740 0.637 1.190
H 1.649 0.384 -2.514
H 3.740 -0.650 4.720
H 6.494 -0.305 2.709
H 1.501 -2.093 -0.859
H 0.019 -1.756 -3.690
H 0.647 -1.808 3.880
C 0.147 -2.877 1.276
H 2.251 3.364 -2.334
H 0.129 -0.045 -4.144
H -2.915 -0.556 1.089
C 4.080 0.697 1.632
C 3.492 -2.797 -0.523
C 2.477 -3.911 1.812
H -2.260 -2.034 -0.749
C -1.940 1.229 -2.353
H 0.732 0.184 1.801
H -3.386 -1.077 -1.748
C -1.637 3.021 1.341
C -2.414 -1.568 -1.723
H 1.452 -1.083 5.270
H -2.382 -2.347 -2.483
C 3.451 -0.279 3.744
P -1.071 -0.366 -2.053
H 5.975 0.001 4.371
H 5.357 -3.687 0.050
H 4.866 1.058 0.992
C 4.426 0.245 2.895
C -2.591 1.792 -1.088
P -1.649 1.417 0.469
H 2.117 3.580 -0.577
H 4.447 -4.683 2.110
H -2.504 0.428 2.493
C 2.686 0.696 -2.402
H 3.308 -0.192 -2.285
C 4.317 -3.534 0.308
H 0.913 2.606 -1.442
Rh 0.222 0.053 -0.097
H -2.692 2.874 -1.169
H 3.887 -2.378 -1.440
C 1.786 0.153 2.120
H 4.563 2.571 -1.963
C 4.289 2.033 -1.056
H -3.589 1.372 -0.960
H -1.400 -0.932 -4.376
C 1.970 2.878 -1.399
H 0.219 -0.177 4.380
C 2.107 -0.323 3.367
H -1.229 2.883 2.342

Forces on atoms 1 to 6 (eV/Å):
-0.017 0.028 0.015
0.031 -0.001 -0.004
0.006 -0.012 0.015
-0.080 0.160 -0.146
0.002 0.034 0.014
-1.753 -0.832 -1.893

---

# 2
Here is C26H20IN4O8PW as an isolated structure from the OMol25 dataset. Energies are from the ωB97M-V functional and the def2-TZVPD basis.

## Properties
- Electronic energy: -68816.82190 eV
- Charge: +2
- HOMO energy: -14.76 eV
- Energy relative to the best compared isomer or geometry (same formula, charge and spin): 11.15 kcal per mole
- Gap between HOMO and LUMO: 7.145 eV

CARTESIAN COORDINATES (ANGSTROEM)
H 0.830 -0.294 3.948
C 2.447 -4.074 -1.431
C -2.613 -2.025 2.684
O 1.075 -0.154 3.019
C -1.774 2.932 -2.328
C -2.934 4.821 -1.476
H -4.640 -2.290 3.276
H 2.021 -0.269 0.005
H 3.450 -3.921 -1.807
H -2.150 4.704 -3.475
H -2.900 -1.102 -6.194
C -1.940 2.238 -1.121
H -0.052 -2.834 -3.528
C -3.949 -2.241 2.445
N -3.457 6.195 -1.674
C -4.431 -2.422 1.137
C -2.272 4.197 -2.527
H 1.840 -2.059 -1.823
C -3.124 4.212 -0.265
P -0.935 -1.895 -0.962
H -5.484 -2.616 0.981
I 1.096 2.202 0.563
C 0.248 -3.233 -0.949
H -1.145 -4.653 -0.106
O -1.569 0.990 -0.999
N -0.025 -0.471 2.266
H 1.237 0.459 -1.476
O -3.648 2.731 1.930
C -1.399 -2.018 -4.972
H 2.772 -6.138 -0.955
C -3.230 -0.715 -4.109
C 1.177 0.281 -0.407
H -3.650 4.724 0.529
O -4.002 6.705 -0.724
C -0.934 -2.227 -3.682
H 0.481 -6.503 -0.114
O -0.047 1.639 -3.107
C -2.539 -1.262 -5.186
C -2.211 -2.140 0.280
C -3.582 -2.362 0.058
C -1.716 -2.012 1.605
C -2.769 -0.905 -2.821
O -2.195 1.240 1.502
W -0.685 0.063 0.516
N -2.858 2.281 1.169
C 2.063 -5.321 -0.953
H -4.130 -0.140 -4.280
H 0.529 -2.417 1.526
O -3.262 6.692 -2.757
C 0.775 -5.528 -0.478
C -0.140 -4.486 -0.474
C -2.616 2.925 -0.096
H -3.310 -0.468 -1.993
H -2.243 -1.896 3.693
N -1.033 2.280 -3.420
H -0.868 -2.454 -5.808
H -3.955 -2.504 -0.948
O -1.446 2.447 -4.539
C 1.542 -3.026 -1.431
C -0.267 -1.701 1.716
C -1.613 -1.665 -2.600

Forces on atoms 1 to 6 (eV/Å):
0.002 -0.012 -0.001
0.003 -0.004 0.002
-0.011 0.022 -0.001
-0.017 -0.008 0.036
-0.003 0.005 0.016
-0.058 -0.004 -0.031